No. 1
Density functional theory data (wB97M-V/def2-TZVPD) for 8 unconnected molecules or ions with the total composition C21H62N4O8 in a non-equilibrium geometry.

Cartesian coordinates (Å):
C: 1.590 1.921 -2.895
O: 0.227 1.946 -3.269
C: -0.106 0.926 -4.210
C: -1.608 0.938 -4.461
C: -2.425 0.457 -3.257
N: -1.844 -0.014 -5.558
H: 1.736 1.088 -2.200
H: 1.787 2.881 -2.413
H: 2.323 1.858 -3.706
H: 0.452 1.162 -5.123
H: 0.215 -0.062 -3.865
H: -1.968 1.951 -4.676
H: -3.488 0.692 -3.324
H: -2.053 0.877 -2.319
H: -2.329 -0.629 -3.158
H: -2.848 -0.149 -5.659
H: -1.599 0.473 -6.422
C: 3.361 1.867 1.562
O: 3.247 0.573 2.113
C: 4.074 0.443 3.279
C: 3.931 -0.964 3.832
C: 4.345 -2.022 2.820
N: 2.615 -1.284 4.381
H: 2.835 2.605 2.184
H: 2.907 1.876 0.571
H: 4.384 2.247 1.492
H: 5.113 0.677 3.035
H: 3.704 1.167 4.015
H: 4.666 -1.029 4.642
H: 5.418 -1.878 2.644
H: 3.764 -2.042 1.903
H: 4.328 -3.025 3.249
H: 1.844 -1.190 3.721
H: 2.372 -0.533 5.032
C: 4.017 -4.800 -2.326
O: 3.952 -3.487 -1.821
C: 3.027 -3.292 -0.760
C: 1.587 -3.618 -1.123
C: 1.117 -2.743 -2.307
N: 0.705 -3.425 0.011
H: 4.740 -4.817 -3.146
H: 3.077 -5.031 -2.836
H: 4.379 -5.502 -1.571
H: 3.384 -3.938 0.053
H: 3.114 -2.250 -0.446
H: 1.574 -4.678 -1.390
H: 1.768 -2.860 -3.181
H: 1.149 -1.703 -1.980
H: 0.124 -3.042 -2.645
H: -0.273 -3.440 -0.244
H: 0.841 -2.533 0.494
C: -4.423 2.041 -0.348
O: -4.229 3.168 -1.186
C: -3.389 4.115 -0.566
C: -1.910 3.735 -0.777
C: -0.893 4.470 0.071
N: -1.595 3.927 -2.202
H: -3.545 1.414 -0.182
H: -5.211 1.425 -0.777
H: -4.752 2.393 0.635
H: -3.573 5.077 -1.046
H: -3.547 4.190 0.517
H: -1.858 2.646 -0.623
H: -0.845 5.543 -0.122
H: 0.100 4.057 -0.100
H: -1.210 4.399 1.118
H: -2.293 3.420 -2.743
H: -0.738 3.418 -2.419
C: -1.100 -0.421 0.404
C: 0.008 0.093 1.306
O: 1.157 -0.748 1.166
H: -1.320 -1.463 0.644
H: -0.852 -0.375 -0.657
H: -2.017 0.145 0.573
H: -0.311 0.006 2.351
H: 0.231 1.144 1.100
H: 1.904 -0.200 1.520
C: -4.843 -1.620 -0.909
O: -5.220 -1.403 0.461
H: -5.509 -1.061 -1.559
H: -3.791 -1.353 -1.036
H: -4.985 -2.687 -1.106
H: -4.674 -2.002 0.979
C: -0.885 2.715 3.938
O: -2.002 2.476 3.109
H: -0.104 3.315 3.457
H: -1.112 3.260 4.863
H: -0.509 1.731 4.212
H: -2.395 3.316 2.854
C: -0.928 -2.610 3.903
O: -1.833 -3.699 3.959
H: 0.041 -2.912 4.317
H: -0.772 -2.292 2.872
H: -1.285 -1.735 4.458
H: -2.236 -3.707 4.830

Atoms 1-6, force components in eV/Å:
-0.189 0.240 0.504
0.299 -0.396 -0.445
-0.005 0.675 0.188
-0.519 -0.566 0.535
0.535 -0.263 0.435
-0.232 0.788 -0.629

Values from the calculation:
gap between HOMO and LUMO: 8.9 eV
max |F|: 1.4 eV Å⁻¹
M: 498.7 g/mol
E_tot: -1658.09645 Eh
2S+1: 1

These are the Löwdin partial charges, in e, on atoms 1 to 8:
1 C -0.097
2 O -0.237
3 C -0.183
4 C -0.427
5 C -0.065
6 N 0.030
7 H 0.084
8 H 0.086

***

No. 2
Density functional theory data (wB97M-V/def2-TZVPD) for a molecular structure, C21H63AgB2F3N5O8PtS in a non-equilibrium geometry.

Cartesian coordinates (Å):
Ag: -0.975 0.892 -1.905
Pt: -0.013 -1.535 1.645
B: 0.045 0.883 1.656
H: 0.907 0.240 1.733
H: 0.119 1.836 2.158
H: 0.058 1.193 0.622
H: -0.846 0.336 1.923
B: -0.708 -1.135 -0.468
H: 0.324 -0.899 -0.261
H: -0.983 -2.086 -0.038
H: -1.411 -0.408 -0.091
H: -0.894 -1.113 -1.530
C: -3.229 -1.786 4.916
F: -2.156 -2.467 5.278
F: -4.165 -2.707 4.702
F: -3.616 -1.012 5.934
S: -2.856 -0.729 3.353
O: -2.047 0.375 3.914
O: -2.030 -1.525 2.388
O: -4.175 -0.371 2.851
C: 3.423 2.039 -0.214
C: 2.781 2.001 -1.597
C: 3.630 1.361 -2.784
O: 4.621 2.333 -3.042
C: 5.229 2.241 -4.405
N: 1.648 1.111 -1.462
H: 4.354 2.603 -0.276
H: 3.802 1.130 0.252
H: 2.840 2.653 0.473
H: 2.483 3.012 -1.875
H: 3.006 1.324 -3.677
H: 4.014 0.361 -2.582
H: 5.821 3.127 -4.633
H: 4.329 2.120 -5.008
H: 5.983 1.455 -4.461
H: 1.383 1.315 -0.509
H: 1.993 0.178 -1.286
C: -5.295 0.256 -3.945
C: -3.938 1.016 -4.074
C: -4.221 2.563 -4.318
O: -2.876 3.104 -4.558
C: -2.895 4.439 -4.984
N: -3.242 0.704 -2.829
H: -5.120 -0.820 -3.950
H: -5.938 0.412 -4.811
H: -5.868 0.502 -3.051
H: -3.480 0.587 -4.965
H: -4.838 3.029 -3.550
H: -4.728 2.567 -5.283
H: -1.915 4.716 -5.373
H: -3.151 5.153 -4.202
H: -3.577 4.502 -5.833
H: -3.452 -0.140 -2.315
H: -3.575 1.469 -2.259
C: -0.979 3.742 -1.266
C: -1.717 3.567 0.010
C: -2.752 4.612 0.336
O: -2.243 5.970 0.154
C: -1.577 6.407 1.317
N: -2.265 2.286 -0.024
H: -0.387 2.871 -1.546
H: -0.290 4.586 -1.232
H: -1.665 3.788 -2.112
H: -1.060 3.792 0.850
H: -3.256 4.669 1.301
H: -3.532 4.499 -0.416
H: -2.167 6.336 2.231
H: -1.301 7.459 1.251
H: -0.611 5.938 1.507
H: -1.407 1.890 0.331
H: -2.773 2.335 0.847
C: 3.360 -2.428 -0.851
C: 3.441 -2.543 0.702
C: 4.859 -2.116 1.140
O: 5.012 -1.910 2.511
C: 6.079 -1.196 2.945
N: 2.474 -1.613 1.320
H: 3.619 -1.431 -1.206
H: 2.296 -2.592 -1.022
H: 3.978 -3.211 -1.290
H: 3.364 -3.552 1.107
H: 5.024 -1.152 0.660
H: 5.615 -2.833 0.818
H: 7.003 -1.672 2.617
H: 6.192 -1.105 4.025
H: 5.900 -0.168 2.630
H: 2.732 -1.712 2.292
H: 2.840 -0.712 1.048
C: -2.049 -4.716 1.646
C: -0.896 -4.424 2.647
C: -0.366 -5.595 3.538
O: 0.075 -6.731 2.720
C: 0.482 -7.881 3.516
N: 0.071 -3.804 1.795
H: -1.788 -5.465 0.898
H: -2.083 -3.901 0.923
H: -2.967 -5.026 2.145
H: -1.157 -3.634 3.351
H: -0.995 -5.897 4.374
H: 0.494 -5.166 4.052
H: 1.439 -7.607 3.961
H: 0.593 -8.702 2.807
H: -0.273 -8.200 4.234
H: 0.968 -4.153 2.102
H: 0.066 -4.304 0.918

Atoms 1-6, force components in eV/Å:
-0.008 -0.227 -0.353
1.424 -0.644 1.628
0.055 0.570 0.010
4.179 -1.785 0.703
0.431 2.947 2.877
-0.138 0.734 -3.911

Values from the calculation:
gap between HOMO and LUMO (spin up / spin down): 8.0 / 7.5 eV
energy relative to the best compared isomer or geometry (same formula, charge and spin): 0.00 kJ/mol
max |F|: 4.6 eV Å⁻¹
M: 927.4 g/mol
E_tot: -2726.87797 Eh
2S+1: 3
<S²>: 2.004

These are the Löwdin partial charges, in e, on atoms 1 to 8:
1 Ag 0.714
2 Pt 1.177
3 B -0.479
4 H -0.062
5 H 0.002
6 H -0.072
7 H -0.065
8 B -0.591